ORCA calculation (the ωB97M-V functional and the def2-TZVPD basis) on an isolated molecule of C3H5N3S.

Geometry as XYZ:
```
12
Properties=species:S:1:pos:R:3
C 2.19307 -0.41310 0.91604
S 1.49678 0.29575 -0.59251
N -0.16067 0.13759 -0.22362
C -1.02729 1.08333 0.23421
C -2.21145 0.41597 0.35262
N -2.03231 -0.87610 -0.01806
N -0.79158 -1.04597 -0.37454
H 1.85099 -1.44112 1.02184
H 1.95782 0.20291 1.81000
H 3.27816 -0.40567 0.82136
H -0.69604 2.10072 0.44881
H -3.17350 0.78540 0.67454
```

DFT total energy	-18496.06033	eV
frontier orbital gap	10.338	eV
HOMO level	-9.6447	eV
SMILES	CSn1ccnn1

---

ORCA calculation (the ωB97M-V functional and the def2-TZVPD basis) on an isolated molecule of C3H5N3S.

Geometry as XYZ:
```
12
Properties=species:S:1:pos:R:3
C 1.76154 1.49543 2.23695
N 1.01627 0.77915 1.44815
N 0.61653 0.37486 0.38313
N 0.51063 -0.77658 -0.17352
C -0.37835 -1.10278 -1.14860
C -1.83458 -0.72846 -1.40535
S -0.85542 -0.13534 -2.77008
H 1.56508 1.81669 3.22296
H 2.63516 1.85434 1.76276
H -0.07980 -2.03704 -1.39926
H -2.58609 -1.51556 -1.50550
H -2.37099 -0.02472 -0.65164
```

DFT total energy	-18492.19036	eV
frontier orbital gap	8.500	eV
HOMO level	-8.5134	eV
SMILES	C=N/N=N/[C@H]1CS1

---

ORCA calculation (the ωB97M-V functional and the def2-TZVPD basis) on an isolated molecule of C3H5N3S2.

Geometry as XYZ:
```
13
Properties=species:S:1:pos:R:3
N -2.43748 0.15778 -0.31916
N -1.37162 -0.75260 -0.15805
C -0.26679 -0.17835 0.04927
C 1.00791 -0.90071 0.21641
C 2.13405 0.06745 -0.04301
S 3.72294 -0.29951 -0.19855
S 1.53954 1.69086 -0.05774
N -0.11334 1.21598 0.14065
H -3.22591 -0.39627 -0.42634
H -2.52981 0.73023 0.55432
H 1.07765 -1.77677 -0.47288
H 1.18541 -1.22557 1.26322
H -0.72253 1.66747 -0.54814
```

DFT total energy	-29331.31240	eV
frontier orbital gap	8.218	eV
HOMO level	-8.5568	eV
SMILES	N/N=C1/CC(=S)SN1

---

ORCA calculation (the ωB97M-V functional and the def2-TZVPD basis) on C3H5N3Se as an isolated structure.

Geometry as XYZ:
```
12
Properties=species:S:1:pos:R:3
C -0.45363 -0.69161 0.46156
C 1.03331 0.32459 -0.47156
C -1.36793 -1.81645 0.78833
N 0.51902 -0.85584 -0.45021
N -0.60449 0.55380 0.92540
N 0.38603 1.18589 0.28030
Se 2.61803 3.48572 -2.63439
H -1.02146 -2.38100 1.80557
H -2.35349 -1.56479 1.07804
H -1.47987 -2.53759 -0.06183
H 0.67462 2.12229 0.58956
H 2.04986 2.17500 -2.31076
```

DFT total energy	-73004.18718	eV
frontier orbital gap (spin up / spin down)	6.848 / 8.045	eV
HOMO level (spin up / spin down)	-9.4246 / -9.8195	eV

---

Ordered M results: 115.16 115.16 147.23 162.05; unit g mol⁻¹.
Ordered energy relative to the best compared isomer or geometry (same formula, charge and spin) results: 42.4 131.6 32.1 79.0; unit kcal per mole.